No. 1
A molecular structure, C5H10O2 in a non-equilibrium geometry, computed with ωB97M-V/def2-TZVPD.

Computed properties:
Frontier orbital gap ... 11.0 eV

Geometry as ORCA input:
```
! wB97M-V def2-TZVPD RIJCOSX def2/J DEFGRID3
* xyz 0 1
C -2.11312 -0.56261 0.50755
C -1.14014 0.14924 -0.40743
O -1.24190 1.53416 -0.14346
C 0.28103 -0.37779 -0.25558
C 1.42031 0.58034 -0.53949
C 2.15720 -0.28185 0.45729
O 0.86400 -0.53326 1.07332
H -3.11877 -0.15780 0.36815
H -2.12691 -1.63576 0.29449
H -1.81045 -0.40803 1.54664
H -1.40885 -0.04790 -1.46375
H -0.45168 1.95355 -0.50529
H 0.36602 -1.35710 -0.74720
H 1.76886 0.83336 -1.55229
H 1.11066 1.33250 0.21476
H 2.89801 0.20067 1.10083
H 2.54573 -1.22172 0.05149
*
```

Results of the Mulliken charge analysis, in e, for atoms 1 through 4: -1.375, 0.254, -0.579, 0.162


No. 2
A single C5H10O2 molecule, computed with ωB97M-V/def2-TZVPD.

Computed properties:
Frontier orbital gap ... 10.2 eV
SMILES ... CO[C@H]1C[C@H]1CO

Geometry as ORCA input:
```
! wB97M-V def2-TZVPD RIJCOSX def2/J DEFGRID3
* xyz 0 1
C -1.35324 -0.33431 -1.82897
O -0.64235 -0.93412 -0.78052
C -0.75043 -0.32086 0.47095
C -0.00814 -1.09497 1.52007
C 0.45261 0.28857 1.14814
C 1.65324 0.59189 0.30657
O 1.57237 1.91758 -0.19643
H -1.02360 0.69756 -2.01079
H -2.44186 -0.32816 -1.65590
H -1.15529 -0.93136 -2.72153
H -1.67856 0.24302 0.61991
H -0.42400 -1.31117 2.50138
H 0.59529 -1.90862 1.11609
H 0.18009 1.05298 1.87036
H 2.58964 0.54029 0.86919
H 1.66837 -0.15377 -0.50219
H 0.76585 1.98547 -0.72635
*
```

Results of the Mulliken charge analysis, in e, for atoms 1 through 4: -0.672, -0.355, -0.020, -0.780


No. 3
2 unconnected molecules or ions with the total composition C5H10O2, computed with ωB97M-V/def2-TZVPD.

Computed properties:
Frontier orbital gap ... 10.4 eV
SMILES ... CCCC=O.C=O

Geometry as ORCA input:
```
! wB97M-V def2-TZVPD RIJCOSX def2/J DEFGRID3
* xyz 0 1
C -2.33541 -0.19076 -0.10329
C -1.25759 0.67773 -0.78485
C 0.16825 0.68771 -0.17701
C 0.31847 -0.73413 0.26229
O 0.73981 -1.60784 -0.46539
H -3.29516 0.00784 -0.59035
H -2.14825 -1.26717 -0.20870
H -2.45864 0.01941 0.96567
H -1.14744 0.30889 -1.80991
H -1.60662 1.70937 -0.82236
H 0.28578 1.40201 0.64879
H 0.89723 0.94387 -0.95945
H -0.13398 -0.95516 1.24292
C 3.00846 -0.25513 0.68724
O 2.37364 -0.26241 1.71615
H 2.61944 -0.75861 -0.21608
H 3.97200 0.27440 0.61433
*
```

Results of the Mulliken charge analysis, in e, for atoms 1 through 4: -1.215, -0.450, -0.271, -0.138


No. 4
A single C5H10O2 molecule, computed with ωB97M-V/def2-TZVPD.

Computed properties:
Frontier orbital gap ... 10.7 eV
SMILES ... C[C@@H](O)[C@H]1CCO1

Geometry as ORCA input:
```
! wB97M-V def2-TZVPD RIJCOSX def2/J DEFGRID3
* xyz 0 1
C -2.04111 -0.46426 0.54778
C -1.12973 0.15926 -0.50923
O -1.08649 1.57532 -0.39248
C 0.25577 -0.49220 -0.44369
C 1.51900 0.34239 -0.73197
C 1.95521 -0.11627 0.66542
O 0.67799 -0.71317 0.91805
H -3.03992 -0.02368 0.49301
H -2.12678 -1.55136 0.41941
H -1.62363 -0.27917 1.54173
H -1.54514 -0.02573 -1.50798
H -0.46214 1.80011 0.30899
H 0.22802 -1.44249 -0.99826
H 2.13831 0.01632 -1.56952
H 1.33476 1.41657 -0.81729
H 2.18575 0.65977 1.40502
H 2.76013 -0.86141 0.67100
*
```

Results of the Mulliken charge analysis, in e, for atoms 1 through 4: -1.266, 0.145, -0.584, 0.075


No. 5
A single C5H10O2 molecule, computed with ωB97M-V/def2-TZVPD.

Computed properties:
Frontier orbital gap ... 9.6 eV
SMILES ... C[C@@H](O)C/C=C\O

Geometry as ORCA input:
```
! wB97M-V def2-TZVPD RIJCOSX def2/J DEFGRID3
* xyz 0 1
C 0.52773 1.97739 -1.22122
C -0.36776 1.07570 -0.37938
O -1.38410 0.48879 -1.17270
C 0.42859 0.01315 0.38943
C -0.47104 -0.90630 1.16889
C -0.29928 -2.21765 1.32953
O 0.72791 -2.97547 0.85742
H 1.26477 2.50376 -0.60472
H 1.06927 1.38962 -1.97391
H -0.08005 2.71951 -1.74651
H -0.91203 1.69096 0.34803
H -0.97323 -0.20530 -1.70489
H 1.03927 -0.54548 -0.34151
H 1.14103 0.52339 1.05305
H -1.34986 -0.45370 1.61822
H -1.00641 -2.83640 1.87278
H 1.37348 -2.39223 0.43836
*
```

Results of the Mulliken charge analysis, in e, for atoms 1 through 4: -1.367, 0.177, -0.515, -0.717


No. 6
A molecular structure, C5H10O2 in a non-equilibrium geometry, computed with ωB97M-V/def2-TZVPD.

Computed properties:
Frontier orbital gap ... 10.5 eV

Geometry as ORCA input:
```
! wB97M-V def2-TZVPD RIJCOSX def2/J DEFGRID3
* xyz 0 1
C 1.48671 -1.14815 -0.36671
C -0.53300 0.03171 -0.28207
C -1.22378 0.65123 -1.44155
C 0.04867 1.13917 -0.95927
C -0.53527 -0.20504 2.21963
H 1.79579 -0.38702 0.40110
H 1.84003 -0.87641 -1.41770
H 1.99806 -2.16801 0.03153
H -2.10730 1.09756 -1.30167
H -0.89023 0.30690 -2.44925
H -0.08065 2.15195 -0.65650
H 0.78145 1.31655 -1.92123
H 0.33245 0.73397 2.64887
H -1.46913 -0.45672 3.14284
H -0.24274 -1.30524 1.65920
O 0.09131 -1.27324 -0.20815
O -1.29236 0.39079 0.90094
*
```

Results of the Mulliken charge analysis, in e, for atoms 1 through 4: -0.624, 0.559, -0.614, -0.451


No. 7
A molecular structure, C5H10O2 in a non-equilibrium geometry, computed with ωB97M-V/def2-TZVPD.

Computed properties:
Frontier orbital gap ... 7.8 eV

Geometry as ORCA input:
```
! wB97M-V def2-TZVPD RIJCOSX def2/J DEFGRID3
* xyz 0 1
C 0.56322 0.63098 -0.19477
C -0.88760 -0.47025 0.70824
C 0.77494 0.12115 -1.60122
C 1.71651 0.35866 0.74417
C -1.72129 0.29931 -0.05709
O -2.68682 -1.02803 1.40895
O -2.29467 0.92052 -0.83507
H -3.09615 -1.76161 0.92773
H 0.27888 1.68516 -0.17725
H -0.71125 -0.16700 1.72912
H -0.55094 -1.41789 0.31478
H 1.65996 0.57922 -2.05674
H 1.52156 0.73004 1.75233
H 1.93112 -0.71152 0.81228
H 0.94182 -0.96070 -1.60591
H -0.06891 0.34218 -2.25800
H 2.62959 0.84979 0.38846
*
```

Results of the Mulliken charge analysis, in e, for atoms 1 through 4: 0.029, -0.409, -1.187, -1.354


No. 8
A single C5H10O2 molecule, computed with ωB97M-V/def2-TZVPD.

Computed properties:
Frontier orbital gap ... 10.8 eV
SMILES ... C[C@@]1(CCO)CO1

Geometry as ORCA input:
```
! wB97M-V def2-TZVPD RIJCOSX def2/J DEFGRID3
* xyz 0 1
C -0.49212 2.01186 0.19046
C 0.02097 0.62631 -0.08628
C -0.58099 -0.47963 0.76019
C -0.14747 -1.92251 0.42768
O 1.14316 -2.06214 -0.11776
C 0.61546 0.36049 -1.39376
O 1.44481 0.53102 -0.22297
H -1.54064 2.07619 -0.11937
H -0.41956 2.25112 1.25546
H 0.09630 2.73981 -0.37522
H -1.67394 -0.40562 0.70592
H -0.32117 -0.23852 1.79779
H -0.84807 -2.36318 -0.28790
H -0.21213 -2.52433 1.34165
H 1.62722 -1.24453 0.08349
H 0.75263 1.16136 -2.11028
H 0.54007 -0.62815 -1.83874
*
```

Results of the Mulliken charge analysis, in e, for atoms 1 through 4: -1.463, 1.438, -0.775, -0.554


No. 9
A single C5H10O2 molecule in a non-equilibrium geometry, computed with ωB97M-V/def2-TZVPD.

Computed properties:
Frontier orbital gap ... 10.9 eV
SMILES ... CC(C)CC(=O)O

Geometry as ORCA input:
```
! wB97M-V def2-TZVPD RIJCOSX def2/J DEFGRID3
* xyz 0 1
C 1.16664 -1.08243 0.40190
C 0.43418 -0.13930 -0.47086
C 1.31901 0.95640 -1.24162
C -0.60119 0.56394 0.32651
C -1.91716 0.07833 0.59709
O -2.89738 0.78184 0.50541
O -2.08185 -1.27732 0.89293
H 2.04665 -1.66631 0.10153
H 1.59249 -0.51237 1.27582
H 0.51763 -1.92960 0.40026
H -0.01481 -0.76256 -1.25524
H 1.20299 1.75825 -0.53322
H 2.32354 0.84164 -1.39224
H 0.87422 1.30851 -2.16755
H -0.69420 1.59864 -0.15037
H -0.34458 1.01358 1.28109
H -2.92618 -1.53125 1.42857
*
```

Results of the Mulliken charge analysis, in e, for atoms 1 through 4: -1.441, 0.875, -1.469, -0.708


No. 10
2 unconnected molecules or ions with the total composition C5H10O2, computed with ωB97M-V/def2-TZVPD.

Computed properties:
Frontier orbital gap ... 9.3 eV

Geometry as ORCA input:
```
! wB97M-V def2-TZVPD RIJCOSX def2/J DEFGRID3
* xyz 0 1
C 0.55533 -0.18093 -2.69920
C 0.37417 0.42492 -1.32448
O 0.23562 -0.65328 -0.35781
C 1.04178 -0.62941 0.64980
C -1.36823 1.35536 1.89154
C 0.78635 -1.76905 1.56693
O 0.00960 -1.73144 2.50030
H -0.29202 -0.82377 -2.95528
H 0.62378 0.61376 -3.44873
H 1.47299 -0.77573 -2.74344
H 1.22393 1.03340 -1.00413
H -0.54943 1.00623 -1.24939
H -0.32799 1.63142 1.69695
H -1.64290 1.69068 2.89387
H -2.02295 1.83286 1.15743
H -1.46119 0.26820 1.84435
H 1.49242 -2.62053 1.42413
*
```

Results of the Mulliken charge analysis, in e, for atoms 1 through 4: -1.180, -0.045, -0.130, -0.469


No. 11
A single C5H10O2 molecule, computed with ωB97M-V/def2-TZVPD.

Computed properties:
Frontier orbital gap ... 10.5 eV
SMILES ... C[C@@H]1[C@H](O)C[C@@H]1O

Geometry as ORCA input:
```
! wB97M-V def2-TZVPD RIJCOSX def2/J DEFGRID3
* xyz 0 1
C 0.73202 1.54619 -0.45140
C 0.24331 0.56955 0.60338
C 0.75085 -0.90308 0.48509
O 1.55479 -1.20001 -0.62860
C -0.69780 -1.37188 0.25364
C -1.21119 0.07266 0.39612
O -1.87251 0.62197 -0.72458
H 1.82627 1.62236 -0.46431
H 0.32587 2.54378 -0.25705
H 0.38114 1.24115 -1.43898
H 0.39157 0.97848 1.60938
H 1.21535 -1.28708 1.40607
H 2.35128 -0.65669 -0.57850
H -1.10317 -2.08288 0.97853
H -0.80977 -1.75843 -0.76635
H -1.84779 0.22097 1.27701
H -1.97972 -0.03866 -1.41182
*
```

Results of the Mulliken charge analysis, in e, for atoms 1 through 4: -1.469, 0.237, 0.105, -0.576


No. 12
3 unconnected molecules or ions with the total composition C5H10O2, computed with ωB97M-V/def2-TZVPD.

Computed properties:
Frontier orbital gap ... 10.0 eV
SMILES ... C1=CCOC1.[H][H].C=O

Geometry as ORCA input:
```
! wB97M-V def2-TZVPD RIJCOSX def2/J DEFGRID3
* xyz 0 1
C -0.72793 0.55200 0.47108
C -0.32354 -0.59466 1.00083
C 1.09300 -0.44767 1.47237
O 1.53322 0.78576 0.92512
C 0.41491 1.53152 0.46979
H -1.74579 0.79243 0.19285
H -0.93058 -1.47353 1.17803
H 1.79418 -1.23594 1.17060
H 1.07491 -0.41359 2.57333
H 0.66918 1.95582 -0.51434
H 0.18898 2.37167 1.14199
H -0.18147 -2.07421 -1.16079
H 0.29206 -2.11090 -0.58682
C -0.78155 0.09241 -2.07668
O -1.36856 -0.94158 -2.27641
H 0.31724 0.15255 -1.94489
H -1.31825 1.05795 -2.03604
*
```

Results of the Mulliken charge analysis, in e, for atoms 1 through 4: -0.503, -0.527, -0.272, -0.372